DFT (the ωB97M-V functional and the def2-TZVPD basis) results for a cluster of 7 separate species, H14O7 in total.

SMILES   O.O.O.O.O.O.O
Kohn-Sham gap   0.3677 Ha
E_LUMO   -0.1491 eV
E   -14559.5038 eV
Strongest force on any atom   0.008 hartree/bohr
Energy above the lowest of the compared OMol25 structures with the same formula, charge and spin   1.958 eV

Structure (ORCA input):
```
! wB97M-V def2-TZVPD RIJCOSX def2/J DEFGRID3
* xyz 0 1
O -0.6439 -3.5419 -2.1281
H 0.0583 -2.9867 -2.4725
H -0.1954 -4.3043 -1.7510
O -0.6444 2.0499 -0.6483
H -1.5844 2.1112 -0.8524
H -0.2488 2.8199 -1.0730
O 0.7746 -0.4178 -0.0166
H 0.5326 0.4705 -0.2981
H 1.0334 -0.8678 -0.8304
O -0.2213 2.7858 2.0487
H -0.3268 2.6333 1.0962
H -1.0560 3.1601 2.3447
O 0.5633 0.4396 3.6138
H 1.3682 0.2000 3.1474
H 0.0453 0.9168 2.9509
O -2.4588 -0.4226 0.8968
H -1.8880 0.3000 0.6231
H -2.6286 -0.9214 0.0928
O 2.4889 -1.0879 -2.2957
H 2.9981 -1.5755 -1.6392
H 2.0336 -1.7612 -2.8089
*
```


DFT (the ωB97M-V functional and the def2-TZVPD basis) results for a cluster of 7 separate species, H14O7 in total in a non-equilibrium geometry.

SMILES   O.O.O.O.O.O.O
Kohn-Sham gap   0.3952 Ha
E_LUMO   0.1751 eV
E   -14559.8897 eV
Strongest force on any atom   0.065 hartree/bohr
Energy above the lowest of the compared OMol25 structures with the same formula, charge and spin   1.572 eV

Structure (ORCA input):
```
! wB97M-V def2-TZVPD RIJCOSX def2/J DEFGRID3
* xyz 0 1
O 14.9870 23.7310 -15.4010
H 15.4900 24.3310 -14.7550
H 15.6740 23.4450 -16.0010
O 14.7440 20.7900 -15.3410
H 15.4650 20.2700 -15.0740
H 14.9410 21.7310 -15.4240
O 13.7000 20.1300 -17.8380
H 13.1560 20.9650 -17.8030
H 14.2670 20.2020 -17.0750
O 16.1340 22.3230 -17.6450
H 16.6260 21.4910 -17.7370
H 15.5490 22.3070 -18.4150
O 14.0810 22.3850 -19.5830
H 13.6500 21.7120 -20.0300
H 13.5910 23.2200 -19.7160
O 17.3620 19.9170 -17.2560
H 16.7160 19.5020 -16.6900
H 17.5420 19.2970 -17.9340
O 19.6480 20.8150 -15.9610
H 20.3550 20.2900 -16.3180
H 18.9450 20.6160 -16.5960
*
```


DFT (the ωB97M-V functional and the def2-TZVPD basis) results for a cluster of 7 separate species, H14O7 in total in a non-equilibrium geometry.

SMILES   O.O.O.O.O.O.O
Kohn-Sham gap   0.3675 Ha
E_LUMO   -0.1017 eV
E   -14559.7267 eV
Strongest force on any atom   0.024 hartree/bohr
Energy above the lowest of the compared OMol25 structures with the same formula, charge and spin   1.735 eV

Structure (ORCA input):
```
! wB97M-V def2-TZVPD RIJCOSX def2/J DEFGRID3
* xyz 0 1
O -2.1849 -0.2178 -0.9300
H -2.6124 0.4346 -1.4847
H -2.0713 -0.9792 -1.4989
O 2.8830 -0.4762 -0.8170
H 3.0029 -1.4196 -0.7087
H 2.8400 -0.1355 0.0765
O 1.9803 0.1268 -3.3588
H 2.1515 0.1616 -2.4177
H 2.8345 -0.0526 -3.7517
O -2.5469 -0.8221 2.0966
H -2.5764 0.1328 2.0368
H -3.2078 -1.1221 1.4725
O 0.0735 2.7917 0.2259
H 0.6243 2.3501 0.8722
H -0.5101 2.1066 -0.1002
O 0.0665 -0.0228 0.4312
H 0.7155 -0.4000 -0.1627
H -0.7329 0.0350 -0.0922
O -0.0295 -0.8577 3.0295
H -0.9819 -0.9071 2.9472
H 0.2823 -0.7264 2.1341
*
```


DFT (the ωB97M-V functional and the def2-TZVPD basis) results for a cluster of 7 separate species, H14O7 in total in a non-equilibrium geometry.

SMILES   O.O.O.O.O.O.O
Kohn-Sham gap   0.3963 Ha
E_LUMO   0.2975 eV
E   -14559.5641 eV
Strongest force on any atom   0.075 hartree/bohr
Energy above the lowest of the compared OMol25 structures with the same formula, charge and spin   1.897 eV

Structure (ORCA input):
```
! wB97M-V def2-TZVPD RIJCOSX def2/J DEFGRID3
* xyz 0 1
O 10.3420 18.6440 10.4060
H 9.5090 18.7640 10.0360
H 10.4720 17.6810 10.5310
O 13.6770 17.5650 12.3130
H 12.9740 17.9590 12.8110
H 14.0400 16.9240 12.9060
O 8.0200 19.7620 13.8270
H 7.1020 19.7710 14.0570
H 8.1870 20.2160 12.9960
O 11.5250 16.3470 11.2790
H 12.3580 16.8590 11.4370
H 11.7910 15.5380 10.8880
O 10.9390 18.9040 12.9720
H 10.0730 18.9980 13.3180
H 10.7110 18.8840 12.0670
O 9.0800 18.1200 15.7670
H 8.4620 18.5840 15.1800
H 8.6350 18.0480 16.5480
O 9.1900 16.6720 12.8150
H 9.3760 16.3740 11.9240
H 9.7630 17.4090 12.9810
*
```


DFT (the ωB97M-V functional and the def2-TZVPD basis) results for a cluster of 7 separate species, H14O7 in total in a non-equilibrium geometry.

SMILES   O.O.O.O.O.O.O
Kohn-Sham gap   0.3641 Ha
E_LUMO   -0.4145 eV
E   -14558.5614 eV
Strongest force on any atom   0.047 hartree/bohr
Energy above the lowest of the compared OMol25 structures with the same formula, charge and spin   2.900 eV

Structure (ORCA input):
```
! wB97M-V def2-TZVPD RIJCOSX def2/J DEFGRID3
* xyz 0 1
O -0.8985 1.3158 -0.3864
H -0.0588 1.5085 -0.8186
H -0.8046 1.7025 0.4914
O -1.9468 -1.5265 -0.3988
H -2.7042 -1.9507 0.0201
H -2.1183 -0.5839 -0.2938
O 0.9888 1.4961 4.1859
H 1.6838 0.8862 3.9142
H 0.5176 1.6939 3.3687
O 2.7396 -2.2589 0.3339
H 2.6867 -1.2972 0.3706
H 2.8591 -2.5224 1.2533
O 1.5049 3.4771 0.9223
H 1.9012 2.7607 1.4310
H 0.6133 3.1643 0.7320
O -0.9290 0.4507 -3.3178
H -1.8730 0.6186 -3.4163
H -0.8746 -0.4992 -3.1642
O -0.7286 -2.9457 -1.6829
H -1.0273 -2.0300 -1.7184
H -1.5312 -3.4599 -1.8260
*
```


DFT (the ωB97M-V functional and the def2-TZVPD basis) results for a cluster of 7 separate species, H14O7 in total.

SMILES   O.O.O.O.O.O.O
Kohn-Sham gap   0.3984 Ha
E_LUMO   0.0479 eV
E   -14559.9812 eV
Strongest force on any atom   0.013 hartree/bohr
Energy above the lowest of the compared OMol25 structures with the same formula, charge and spin   1.480 eV

Structure (ORCA input):
```
! wB97M-V def2-TZVPD RIJCOSX def2/J DEFGRID3
* xyz 0 1
O -0.0809 -0.0069 0.3349
H 0.3864 0.7395 0.7446
H 0.2773 -0.0476 -0.5669
O 0.8057 1.5961 2.5837
H 0.0741 2.2227 2.5032
H 1.5970 2.1275 2.4303
O 2.4619 0.5461 -0.7854
H 2.9006 0.3512 0.0541
H 2.8932 1.3461 -1.1080
O -2.9790 -0.3683 1.8338
H -2.0241 -0.2271 1.8363
H -3.2977 0.1478 1.0851
O -1.5633 -0.8444 -1.7971
H -1.4317 -0.7596 -0.8383
H -2.0971 -1.6417 -1.9034
O 1.7151 -1.6448 1.9833
H 1.1684 -0.9976 1.5043
H 1.1664 -2.4328 2.0395
O -0.2995 -0.0080 -4.1455
H -1.0998 0.4556 -4.4075
H -0.5730 -0.5538 -3.3812
*
```


DFT (the ωB97M-V functional and the def2-TZVPD basis) results for a cluster of 7 separate species, H14O7 in total in a non-equilibrium geometry.

SMILES   O.O.O.O.O.O.O
Kohn-Sham gap   0.3820 Ha
E_LUMO   0.3638 eV
E   -14558.4439 eV
Strongest force on any atom   0.090 hartree/bohr
Energy above the lowest of the compared OMol25 structures with the same formula, charge and spin   3.017 eV

Structure (ORCA input):
```
! wB97M-V def2-TZVPD RIJCOSX def2/J DEFGRID3
* xyz 0 1
O -0.5415 -0.3333 -0.4108
H 0.0144 -0.4083 -1.2682
H -0.8868 0.5686 -0.4770
O -1.6701 2.8618 -2.1793
H -2.4860 2.9079 -1.7984
H -1.2902 3.7778 -2.1789
O 3.3633 -1.7510 0.3997
H 3.8481 -2.5328 0.4010
H 3.6804 -1.1156 -0.2551
O -1.5973 1.3862 3.0173
H -2.3500 0.9389 2.6068
H -1.4742 2.2630 2.7975
O 3.5389 1.0841 0.9119
H 3.0138 1.9233 1.0692
H 4.3976 1.3529 0.5788
O -4.4561 -2.2846 0.2005
H -4.7227 -2.6755 -0.5759
H -4.7298 -2.8503 0.9352
O 1.3324 -1.2631 -1.7832
H 1.5218 -0.4224 -2.1771
H 1.7068 -1.3289 -0.9061
*
```


The highest Kohn-Sham gap belongs to which entry?
number 6